1.
C2H8O2Si | ωB97M-V/def2-TZVPD

```
13
Properties=species:S:1:pos:R:3:forces:R:3
H -0.833 -1.951 -0.718 -0.033 -0.113 -0.041
H -2.245 0.497 -0.455 -0.175 -1.193 -0.551
H 1.694 2.475 -0.042 -0.146 0.357 0.326
C -1.229 0.144 -0.233 0.057 0.170 1.170
C -0.545 -0.954 -1.037 -0.364 0.213 0.709
O -0.542 1.343 -0.324 4.595 0.649 1.816
H -0.797 -0.796 -2.033 -0.448 -0.124 -2.033
H 3.144 0.282 2.079 -1.108 1.648 -1.351
H 0.545 -0.852 -1.027 -0.059 0.030 0.503
H 0.672 0.451 1.713 -1.067 -0.388 0.795
O 2.884 1.060 1.485 -1.562 -0.781 -0.650
Si 1.214 1.364 0.770 0.359 -0.596 -0.988
H -1.269 -0.222 0.804 -0.048 0.129 0.296
```
Forces are in eV/Å.

Output
Orbital gap (eV): 9.0825
SMILES: CCO[SiH2]O

=====

2.
C7H7NO3 | ωB97M-V/def2-TZVPD

```
18
Properties=species:S:1:pos:R:3:forces:R:3
C 0.607 -1.060 0.383 -0.025 0.063 -0.297
O -2.326 1.100 -0.296 1.338 1.041 -0.929
H 1.974 0.410 -0.426 -0.100 0.049 -0.051
H 0.636 -0.775 1.433 0.003 -0.064 0.056
H 0.567 1.978 0.553 -0.093 -0.027 0.029
N -3.105 -0.898 0.530 -0.231 0.610 -0.297
H -0.114 1.962 -1.097 0.069 0.090 0.027
H 1.326 -1.857 0.184 -0.125 -0.022 0.059
H -3.931 -1.362 0.905 0.201 0.292 0.072
C 0.922 0.136 -0.520 0.044 -0.118 0.084
C -0.767 -1.537 -0.017 0.318 -0.446 -0.202
O -0.977 -2.256 -0.994 0.321 0.206 -0.206
C -3.413 0.359 -0.077 -1.584 -1.385 0.282
H 0.742 -0.164 -1.554 0.046 0.030 0.052
C 0.045 1.370 -0.191 -0.520 0.497 -0.524
O -4.535 0.674 -0.341 0.694 0.261 0.113
C -1.228 0.945 0.444 -0.305 -1.346 0.931
C -1.917 -1.365 0.779 -0.052 0.270 0.800
```
Forces are in eV/Å.

Output
Orbital gap (spin up / spin down) (eV): 7.8204 / 7.8198

=====

3.
C24H20F24N2O4S | ωB97M-V/def2-TZVPD

```
75
Properties=species:S:1:pos:R:3:forces:R:3
F 0.021 7.489 -4.876 -0.171 -0.489 -0.011
C -0.563 2.606 -0.998 -1.945 0.734 -1.017
H 1.591 5.137 -3.122 -0.160 0.170 0.104
H 2.228 9.727 -3.280 0.171 -0.182 -0.071
O -5.237 2.167 -0.543 1.623 -3.116 0.626
H 2.326 -5.385 4.052 -0.002 -0.128 -0.175
F -0.345 -3.624 4.005 -0.166 -0.206 -0.079
C 1.206 5.576 -4.046 0.411 -0.747 0.034
H 0.544 -0.601 0.193 -0.517 1.147 -0.457
F 4.297 -5.268 4.335 0.036 -0.222 -0.306
H 3.425 -4.925 -0.391 0.110 0.225 0.217
F 0.277 4.741 -4.570 -0.187 0.292 0.087
H -2.688 -5.578 7.073 -0.031 -0.118 -0.119
H -4.466 0.296 0.491 -0.460 1.068 -1.775
N -0.382 3.966 -1.221 -1.479 -1.790 -0.149
C -1.941 2.237 -1.517 0.200 -2.515 0.742
F -3.140 -4.322 1.953 0.345 0.293 -0.077
H 1.333 1.906 0.015 -1.024 -0.323 -0.442
H 4.499 -2.551 -0.462 -0.120 -0.110 -0.062
S -1.779 4.553 -1.928 0.310 -1.762 0.439
F 4.537 -5.231 1.569 0.106 -0.079 0.418
F -1.743 -4.098 6.138 0.029 -0.147 -0.055
C -1.161 -3.515 2.934 0.745 0.470 -0.179
F -1.540 -2.217 2.860 -0.329 -0.201 -0.076
F 1.706 -2.706 1.324 0.140 0.137 0.065
O 2.300 -5.330 1.332 0.775 0.705 0.519
O -2.017 -5.780 3.160 0.195 1.027 0.642
H 0.935 9.502 -4.405 0.091 -0.216 -0.222
C 3.221 -4.994 3.560 -0.233 0.270 0.779
H 1.703 -4.829 -0.504 -0.052 0.165 0.167
H -3.396 -6.278 4.657 0.186 0.234 0.145
C 2.935 8.886 -5.092 0.201 -0.446 0.757
F -1.343 -7.608 6.122 -0.304 0.207 0.198
C 2.542 -4.573 0.147 -0.401 -0.604 -0.424
C -0.093 0.198 -0.264 -1.190 2.310 -0.923
C 3.875 -2.355 0.414 0.472 0.708 -0.043
C -1.376 -6.380 5.530 0.329 -0.112 -0.747
C -1.720 -5.358 6.613 0.099 0.269 0.783
F -0.130 -6.167 5.042 -0.061 0.179 0.154
F -0.377 6.846 -2.856 0.222 -0.238 -0.117
F 1.909 -2.549 -0.832 0.373 -0.002 -0.115
C -6.296 1.038 -0.892 4.080 2.924 2.780
C 3.392 -5.606 2.167 -0.343 -0.439 -1.362
F 3.509 8.584 -7.369 0.109 0.153 0.240
C -4.706 0.799 -0.525 -2.571 0.937 -2.863
C -3.764 0.381 -1.845 -0.602 1.265 3.180
F 3.714 -1.012 0.519 -0.289 -0.089 -0.141
F 3.449 -6.952 2.276 -0.053 0.161 0.405
N -2.769 3.190 -2.077 4.198 -0.057 1.846
H -6.572 1.617 -1.804 -0.666 -1.946 0.366
F 4.542 -2.746 1.516 -0.157 -0.018 -0.075
C 0.338 1.587 -0.375 -1.335 -1.779 -0.197
F -0.781 -5.382 7.592 0.026 -0.280 -0.144
H -2.369 -7.529 4.052 0.236 0.096 0.039
F -3.174 -4.092 4.098 0.115 0.416 -0.207
H -0.581 -3.761 2.041 -0.163 -0.133 -0.027
C 1.837 9.024 -4.019 -0.140 0.501 0.665
H -1.829 -1.274 -0.686 0.546 1.208 -0.084
C 0.602 6.957 -3.785 0.030 1.531 0.487
C 2.449 8.674 -6.525 0.156 0.054 -0.789
C -2.367 -6.479 4.353 -0.341 -0.624 -0.442
F 2.221 5.645 -4.935 -0.109 0.214 0.118
H -4.154 1.031 -2.667 0.526 -0.772 0.581
O 1.536 7.856 -3.255 -0.120 -0.659 -1.045
F 1.754 7.528 -6.664 0.077 0.077 0.107
C -2.337 0.781 -1.360 0.906 -1.147 -0.216
F 3.113 -3.650 3.495 -0.035 -0.165 -0.225
C -2.379 -4.430 3.066 -0.795 -1.363 0.139
H -6.758 1.120 0.121 -1.098 -0.750 -1.648
C -1.462 -0.217 -0.768 0.010 3.186 -0.632
C 2.514 -3.038 0.289 -0.444 -0.528 0.373
F 3.654 10.047 -5.072 -0.316 0.105 -0.289
H 1.825 9.507 -6.860 -0.005 0.059 0.151
F 3.794 7.909 -4.723 -0.134 -0.022 -0.241
H -3.922 -0.717 -1.992 0.366 1.026 -0.081
```
Forces are in eV/Å.

Output
Orbital gap (eV): 7.7601